Here is a cluster of 2 separate species, C6H12N2O in total in a non-equilibrium geometry from OMol25. Energies are from the ωB97M-V functional and the def2-TZVPD basis.

```
21
Properties=species:S:1:pos:R:3:forces:R:3
C 0.20954 -0.07582 -1.12872 1.470 0.801 1.390
C 1.10019 -0.74985 -2.13180 0.094 0.014 0.024
C -2.03124 0.93488 0.81109 0.147 0.263 0.124
C -0.47003 -0.83940 -0.14123 -1.522 -0.433 2.751
C 1.08767 0.39304 0.67962 1.577 0.406 -3.323
N 1.03760 1.75389 0.72798 -0.341 -0.553 0.231
C -1.21676 -0.31402 0.91624 -0.563 -0.998 -1.509
O -0.04103 -2.13680 -0.04650 0.088 0.273 -0.283
N 1.93691 -0.33933 1.22768 -0.624 -0.112 0.782
H -0.56087 -2.58100 0.63395 0.005 0.117 0.004
H -0.26164 0.85764 -1.40864 -0.103 -0.030 -0.032
H 0.50019 2.23357 0.02882 -0.016 0.060 0.301
H 1.13772 2.15376 1.65139 -0.087 0.155 -0.174
H 1.76234 -1.33690 1.24229 0.096 -0.016 -0.326
H -1.43498 -0.98496 1.73881 0.000 -0.087 0.016
H 0.56857 -1.51306 -2.71004 0.002 0.094 0.009
H 1.51830 -0.01596 -2.82253 -0.038 -0.073 0.026
H 1.93532 -1.25881 -1.63841 -0.101 0.078 0.017
H -2.30773 1.16430 -0.22175 0.011 0.004 0.003
H -2.95641 0.83843 1.37948 -0.028 -0.009 -0.028
H -1.51366 1.81641 1.21229 -0.069 0.047 -0.002
```
Forces are in eV/Å.

Properties
max |F|: 3.70 eV/A
gap between HOMO and LUMO: 7.547 eV

Atomic partial charges in e from the Löwdin method, atoms 1 to 2:
1 C -0.1386
2 C -0.0801